220
Properties=species:S:1:pos:R:3:mulliken_charge:R:1 method="wB97M-V/def2-TZVPD" e_tot_ha=-4249.02036 multiplicity=1 e_lumo_ha=-0.00616 homo_lumo_gap_ev=8.82 relative_energy_kcal_mol=86.6
C -12.397 14.291 22.549 0.183
C -13.583 13.383 22.661 0.547
O -14.682 13.759 22.187 -0.622
C -13.484 12.095 23.451 -1.083
H -12.100 14.838 23.444 0.161
H -12.602 15.124 21.876 -0.113
H -11.560 13.711 22.160 -0.037
H -14.012 12.081 24.405 0.299
H -12.444 11.773 23.484 0.255
H -13.973 11.326 22.853 0.348
C -11.191 15.582 19.067 0.234
C -11.132 14.324 18.252 0.990
O -10.168 14.075 17.546 -0.583
C -12.335 13.428 18.350 -1.303
H -11.972 16.306 18.834 0.295
H -10.323 16.202 19.289 -0.217
H -11.571 15.347 20.062 -0.411
H -12.075 12.447 17.954 0.406
H -13.150 13.744 17.699 0.376
H -12.751 13.330 19.353 0.205
C -14.039 21.020 26.890 -0.874
C -13.162 21.870 27.744 0.892
O -12.270 22.466 27.164 -0.483
C -13.436 22.058 29.265 -1.481
H -15.086 21.301 27.001 0.404
H -13.969 19.934 26.942 0.364
H -13.715 21.255 25.876 0.090
H -14.114 22.893 29.439 0.403
H -12.559 22.339 29.849 0.293
H -13.803 21.120 29.682 0.350
C -8.576 11.692 19.644 -0.768
C -9.372 11.041 20.854 0.769
O -9.799 11.785 21.791 -0.496
C -9.540 9.458 20.789 -1.261
H -7.515 11.743 19.886 0.357
H -8.938 12.714 19.527 -0.101
H -8.473 11.091 18.740 0.404
H -10.153 9.260 19.910 0.348
H -10.018 9.107 21.703 0.306
H -8.537 9.074 20.601 0.372
C -6.602 18.007 25.000 -0.415
C -6.384 19.177 25.952 0.857
O -7.389 19.849 26.261 -0.493
C -4.946 19.410 26.435 -1.309
H -5.807 18.113 24.262 0.033
H -7.632 17.975 24.646 -0.048
H -6.310 17.017 25.350 0.464
H -4.917 20.301 27.062 0.375
H -4.183 19.506 25.662 0.120
H -4.657 18.657 27.168 0.421
C -5.855 23.423 17.535 -1.023
C -5.358 23.738 16.102 0.835
O -4.644 22.979 15.437 -0.541
C -6.067 24.909 15.457 -1.242
H -5.412 24.090 18.275 0.668
H -5.550 22.463 17.953 0.252
H -6.940 23.427 17.637 0.208
H -5.432 25.322 14.672 0.346
H -6.237 25.682 16.207 0.380
H -7.061 24.694 15.064 0.284
C -3.276 15.439 19.989 -1.029
C -4.438 15.365 19.000 0.535
O -4.386 14.794 17.945 -0.549
C -5.712 16.123 19.314 0.058
H -2.482 16.126 19.698 0.149
H -2.858 14.462 20.233 0.382
H -3.732 15.722 20.938 0.304
H -5.610 17.160 18.992 -0.137
H -6.155 15.978 20.300 -0.160
H -6.534 15.765 18.695 0.442
C -13.370 21.741 15.682 -0.997
C -12.817 23.137 15.929 0.631
O -12.488 23.850 15.015 -0.581
C -12.557 23.514 17.393 -0.479
H -13.224 21.561 14.616 0.323
H -14.451 21.799 15.808 0.426
H -13.015 20.971 16.367 0.028
H -12.100 24.504 17.372 0.335
H -11.911 22.825 17.937 -0.067
H -13.571 23.499 17.793 0.350
C -9.132 18.639 29.011 -0.435
C -10.026 18.902 30.235 0.394
O -9.877 18.187 31.222 -0.599
C -11.168 19.841 30.053 -0.414
H -9.730 18.496 28.111 -0.192
H -8.402 17.833 29.088 0.435
H -8.589 19.518 28.663 0.284
H -12.090 19.339 30.347 0.297
H -11.286 20.087 28.997 -0.053
H -10.977 20.797 30.539 0.340
C -10.114 19.129 22.694 -0.298
C -9.317 19.446 21.424 0.630
O -9.105 20.606 21.190 -0.694
C -8.752 18.350 20.487 0.319
H -10.278 18.051 22.698 -0.341
H -11.081 19.623 22.596 0.332
H -9.542 19.381 23.587 0.172
H -8.543 17.397 20.973 -0.056
H -7.980 18.838 19.892 0.056
H -9.550 18.198 19.760 -0.219
C -2.967 16.834 15.244 -1.147
C -4.290 17.089 14.488 0.821
O -4.454 17.937 13.626 -0.593
C -5.494 16.253 14.992 -0.473
H -2.105 17.440 14.965 0.336
H -2.619 15.834 14.984 0.523
H -3.128 16.743 16.318 0.103
H -5.217 15.248 15.313 0.385
H -6.262 16.165 14.224 0.293
H -5.818 16.736 15.914 -0.183
C -14.675 23.771 25.051 -1.277
C -13.397 24.016 24.335 0.956
O -13.254 23.589 23.214 -0.482
C -12.389 24.803 25.141 -0.686
H -15.078 22.818 24.710 0.243
H -15.344 24.627 24.958 0.438
H -14.547 23.642 26.126 0.210
H -12.843 25.263 26.019 0.335
H -11.976 25.546 24.459 0.460
H -11.658 24.052 25.441 -0.213
C -9.395 19.814 16.404 -0.748
C -7.995 19.458 16.657 0.317
O -7.730 18.361 17.231 -0.353
C -6.888 20.466 16.378 -0.094
H -10.014 19.040 16.857 -0.070
H -9.715 19.964 15.373 0.459
H -9.675 20.627 17.073 0.278
H -5.932 19.961 16.240 -0.227
H -6.832 21.016 17.317 -0.226
H -7.112 20.952 15.429 0.501
C -0.968 19.766 18.377 -1.077
C -1.658 19.590 17.011 0.516
O -1.017 19.173 16.039 -0.601
C -3.126 19.804 16.864 -0.637
H 0.087 19.977 18.204 0.394
H -0.949 18.869 18.997 0.160
H -1.320 20.636 18.931 0.364
H -3.460 19.537 15.861 0.310
H -3.288 20.880 16.819 0.400
H -3.784 19.398 17.633 0.130
C -7.668 22.676 23.727 0.035
C -8.663 23.417 24.529 0.854
O -8.943 24.598 24.486 -0.631
C -9.427 22.629 25.503 -0.861
H -6.943 23.246 23.147 0.436
H -8.242 22.103 22.999 -0.549
H -7.230 21.826 24.252 -0.085
H -10.264 22.119 25.026 0.177
H -9.841 23.256 26.292 0.351
H -8.764 21.937 26.022 0.445
C -11.067 23.656 21.028 0.214
C -9.897 24.284 20.244 0.445
O -10.028 25.398 19.699 -0.680
C -8.584 23.527 20.139 -0.430
H -11.930 23.605 20.365 0.168
H -11.342 24.357 21.816 0.168
H -10.831 22.650 21.375 -0.334
H -8.115 23.964 19.258 0.271
H -8.667 22.461 19.928 0.110
H -7.918 23.702 20.984 0.060
C -9.996 16.792 14.563 -0.028
C -10.547 16.953 13.157 0.688
O -10.684 16.022 12.397 -0.577
C -10.976 18.308 12.654 -0.999
H -9.950 15.731 14.808 0.322
H -10.664 17.366 15.205 -0.166
H -9.002 17.222 14.688 -0.061
H -11.690 18.797 13.316 0.217
H -11.521 18.223 11.714 0.339
H -10.091 18.922 12.487 0.279
C -11.742 17.269 26.981 -0.952
C -12.816 17.095 25.894 0.702
O -13.812 16.337 26.008 -0.689
C -12.611 17.779 24.546 0.210
H -12.117 16.868 27.922 0.386
H -11.520 18.323 27.146 -0.081
H -10.850 16.664 26.817 0.406
H -13.556 17.559 24.050 0.155
H -11.792 17.408 23.931 -0.493
H -12.465 18.844 24.723 0.355
C -3.653 19.248 21.074 -0.651
C -3.733 19.812 22.490 0.585
O -4.782 19.847 23.087 -0.335
C -2.440 20.380 23.034 -1.223
H -2.950 18.428 20.929 0.305
H -3.409 20.028 20.353 0.295
H -4.592 18.757 20.819 0.001
H -1.799 20.648 22.194 0.335
H -2.050 19.555 23.630 0.310
H -2.627 21.231 23.688 0.338
C -13.629 20.766 20.040 0.587
C -12.816 20.006 19.033 0.537
O -11.661 20.372 18.734 0.015
C -13.494 18.771 18.485 -1.562
H -14.013 20.081 20.795 -0.618
H -14.509 21.224 19.588 0.463
H -12.826 21.400 20.417 -0.455
H -14.559 18.836 18.263 0.474
H -13.365 17.943 19.181 0.329
H -13.092 18.328 17.574 0.272
C -8.221 14.444 22.205 -0.072
C -8.778 14.717 23.566 0.780
O -9.416 15.808 23.782 -0.207
C -8.480 13.725 24.637 -1.490
H -8.926 14.245 21.398 -0.199
H -7.485 13.646 22.313 0.475
H -7.523 15.099 21.682 -0.314
H -9.311 13.020 24.623 0.242
H -8.438 14.201 25.616 0.375
H -7.503 13.284 24.439 0.473
C -18.186 18.773 20.907 -1.275
C -16.928 19.546 21.311 0.801
O -16.643 20.683 20.962 -0.536
C -15.864 18.826 22.251 -1.033
H -18.714 19.167 20.039 0.356
H -18.941 18.702 21.689 0.331
H -17.919 17.772 20.568 0.326
H -16.267 18.481 23.204 0.539
H -14.982 19.440 22.430 0.146
H -15.432 17.953 21.760 0.341